No. 1
Density functional theory data (the ωB97M-V functional and the def2-TZVPD basis) for a structure of composition C39H52GeN11ORuSi3.

Positions of all 108 atoms, in Å:
Ru -0.20765 -0.96515 -0.06506
N -0.95754 2.15641 -0.12238
C -2.03467 1.35377 -0.42241
C -3.26449 1.99518 -0.69269
C -4.37137 1.25087 -1.00659
C -4.27869 -0.14963 -1.05830
C -3.06555 -0.71083 -0.78498
N -1.96597 0.02218 -0.47256
C 0.38484 2.03638 0.23906
C 1.08688 3.23210 0.47246
C 2.40824 3.17691 0.83562
C 3.03485 1.93052 0.96857
C 2.28706 0.81602 0.72154
N 0.98341 0.85925 0.35911
H -1.22632 3.13949 -0.15099
H -3.31874 3.07443 -0.64754
H -5.31160 1.74599 -1.21266
H -5.13062 -0.76741 -1.30260
H -2.91670 -1.78444 -0.80028
H 0.58866 4.18310 0.36646
H 2.95838 4.09073 1.01737
H 4.07270 1.84789 1.25699
H 2.71536 -0.17925 0.80558
C -2.76503 1.57769 3.99079
N -1.79535 0.66795 3.33298
C -1.99364 -0.12236 2.30198
N -0.83558 -0.72542 1.95499
C 0.03738 -0.23891 2.90309
N -0.49891 0.60881 3.72672
C -2.46999 3.04209 3.75961
C -2.30580 3.88261 4.85174
C -2.11939 5.24676 4.65971
C -2.04851 5.77216 3.38282
C -2.18610 4.93291 2.27319
C -2.43110 3.57674 2.47340
C -1.94946 5.53284 0.95091
N -1.59012 6.73500 0.70832
N -1.25417 6.80749 -0.63851
C -1.42589 5.64474 -1.13919
O -1.88353 4.74892 -0.18783
C -1.00630 5.18738 -2.47260
C -0.41397 6.13449 -3.31319
C 0.12198 5.74271 -4.52574
C 0.09542 4.40712 -4.91131
C -0.51268 3.46154 -4.09823
C -0.62061 2.02982 -4.57041
N -0.03454 1.05203 -3.62009
C -0.65464 0.13281 -2.91350
N 0.22406 -0.49877 -2.10586
C 1.41280 0.10822 -2.44551
N 1.28985 1.04912 -3.33268
C -1.07787 3.86121 -2.88928
H -2.74955 1.33358 5.05081
H -3.74096 1.29791 3.59073
H -2.95646 -0.25125 1.83824
H 1.08085 -0.50527 2.94870
H -2.33919 3.48399 5.85796
H -2.01448 5.90020 5.51460
H -1.87025 6.82836 3.23147
H -2.61403 2.92016 1.63300
H -0.36640 7.16845 -2.99876
H 0.57616 6.47974 -5.17340
H 0.53628 4.11435 -5.85597
H -0.11507 1.88344 -5.52236
H -1.66303 1.72776 -4.68607
H -1.71125 -0.05717 -2.99367
H 2.36045 -0.14230 -2.00035
H -1.59430 3.12381 -2.29331
C -1.72793 -4.93371 0.52805
Si -0.57155 -4.95815 -0.90992
C 0.51409 -6.42932 -1.11648
C -1.09751 -4.06457 -2.43853
Ge 1.25300 -3.01401 0.16063
Si 1.91908 -4.00278 2.77324
C 0.31201 -3.73894 3.64347
C 2.35417 -5.74726 2.37739
C 3.32303 -2.86708 3.14908
Si 3.57151 -3.32767 -1.44461
C 4.62682 -1.88478 -0.98894
C 4.17601 -4.96500 -0.85818
C 2.70651 -3.29093 -3.07796
H -2.66876 -5.38345 0.18433
H -1.96604 -3.92821 0.88131
H -1.36758 -5.53191 1.36455
H -0.15561 -7.26933 -1.35231
H 1.05024 -6.70920 -0.21054
H 1.20488 -6.33265 -1.95319
H -2.14059 -4.33499 -2.64017
H -0.50119 -4.35883 -3.30223
H -1.05369 -2.97730 -2.34542
H -0.25788 -4.66752 3.68890
H -0.31380 -2.96235 3.20477
H 0.53456 -3.42866 4.67095
H 1.48327 -6.35829 2.14307
H 2.78427 -6.15563 3.30374
H 3.11494 -5.86109 1.60923
H 3.04977 -1.81509 3.22950
H 4.15913 -2.98157 2.45934
H 3.68875 -3.17412 4.13931
H 5.07584 -2.00169 -0.00263
H 4.15347 -0.90675 -1.05984
H 5.45019 -1.88495 -1.71684
H 4.66162 -4.90392 0.11509
H 4.95178 -5.26894 -1.57568
H 3.42515 -5.75272 -0.86193
H 1.93230 -2.52793 -3.15290
H 2.28463 -4.26311 -3.33322
H 3.46358 -3.05360 -3.83610

Calculated values
- spin multiplicity = 6
- net charge = +4
- HOMO level (alpha / beta) (eV) = -16.822 / -16.821

=====

No. 2
Density functional theory data (the ωB97M-V functional and the def2-TZVPD basis) for a structure of composition C39H53BMoN8S3 in a non-equilibrium geometry.

Positions of all 105 atoms, in Å:
Mo 0.95726 -2.91233 0.95162
C -3.73492 -2.43235 -1.74608
C -2.93932 -1.27054 -1.15564
C -3.40849 -0.00194 -0.93219
C -2.65319 0.95878 -0.17732
N -1.42486 0.78443 0.25771
N -0.85493 -0.42905 -0.20735
B 0.63127 -0.37001 -0.41646
N 1.43772 0.52784 0.43910
N 1.13092 1.84000 -0.04813
C 1.98278 2.74217 0.46818
C 2.93313 2.47172 1.50355
C 3.19044 1.18176 1.95944
C 4.33597 0.72600 2.86231
C 2.36080 0.20822 1.37323
S 2.62188 -1.44679 1.91220
C 1.80362 4.15993 0.06956
C 0.96474 4.21082 -1.18811
C 1.14308 4.90209 1.23626
C 3.15710 4.80617 -0.25286
N 1.16317 -0.76191 -1.81028
N 0.60187 0.14177 -2.68734
C 1.17556 0.09590 -3.90601
C 2.24486 -0.75642 -4.28947
C 2.78798 -1.64149 -3.38156
C 3.94341 -2.58444 -3.61455
C 2.13811 -1.65039 -2.11037
S 2.56654 -2.86020 -0.93234
C 0.60445 1.03064 -4.92332
C -0.58662 1.81311 -4.38960
C 1.68589 2.06137 -5.35964
C 0.15059 0.25710 -6.18364
C -1.61175 -1.45265 -0.68664
S -0.81459 -3.02712 -0.74348
C -3.36149 2.19552 0.25769
C -2.40131 3.11472 0.99483
C -4.00496 2.86712 -0.97757
C -4.49505 1.81595 1.24608
H -4.79175 -2.17865 -1.73116
H -3.54137 -3.34667 -1.19257
H -3.46497 -2.60210 -2.81102
H -4.39750 0.30113 -1.22560
H 3.48792 3.27988 1.90857
H 4.88869 1.56796 3.30432
H 5.05620 0.04488 2.31100
H 3.96997 0.15338 3.73480
H 0.00466 3.71784 -1.04168
H 1.51290 3.65631 -1.98786
H 0.82087 5.25475 -1.53620
H 0.29330 4.34261 1.65055
H 0.80292 5.91086 0.94332
H 1.87009 5.04688 2.06174
H 3.63855 4.22784 -1.03511
H 3.84613 4.84715 0.60109
H 3.01202 5.84220 -0.58988
H 2.63514 -0.67255 -5.29503
H 4.50123 -2.26790 -4.52243
H 3.63718 -3.65666 -3.74971
H 4.62350 -2.56129 -2.74733
H -0.25859 2.52879 -3.60133
H -1.33864 1.14691 -3.94949
H -1.05666 2.42040 -5.18229
H 1.96585 2.73338 -4.52867
H 1.30784 2.67776 -6.19407
H 2.61630 1.57599 -5.68379
H -0.54014 -0.56336 -5.89737
H 1.00658 -0.14110 -6.77413
H -0.35830 0.97635 -6.85342
H -1.71489 3.62400 0.30021
H -1.81478 2.54933 1.73660
H -2.97200 3.89391 1.56266
H -3.24883 2.99601 -1.79401
H -4.35199 3.88007 -0.70483
H -4.85087 2.26729 -1.33032
H -4.04630 1.27974 2.10584
H -5.30389 1.18305 0.81224
H -4.99830 2.72312 1.63764
C -0.14711 -4.55004 5.05151
C 0.31739 -4.74366 3.65213
C -0.54464 -5.37244 2.72735
C -0.18302 -5.52614 1.38497
C 1.06598 -5.07973 0.91643
C 2.01381 -4.59255 1.90367
C 1.61469 -4.39266 3.24410
H -0.07757 -5.45596 5.70248
H -1.19079 -4.20558 5.07342
H 0.47451 -3.78666 5.53653
H -1.51545 -5.72634 3.04429
H -0.86840 -6.02642 0.71829
H 1.45901 -5.51440 -0.01677
H 3.08111 -4.67722 1.67834
H 2.29527 -4.00554 4.00457
N -3.37553 -0.60409 5.21942
C -2.46734 -0.99136 4.24273
C -1.12270 -0.58862 4.29955
C -0.17930 -1.18066 3.45768
N -0.54327 -2.01113 2.44756
C -1.85139 -2.38035 2.35556
C -2.83922 -1.87745 3.19885
H -3.10080 0.04975 5.93185
H -4.35711 -0.66253 4.98773
H -0.74800 0.16718 4.97801
H 0.87240 -0.94882 3.55161
H -2.09605 -3.13473 1.59093
H -3.85623 -2.15683 2.99413

Calculated values
- ΔE to the lowest compared entry with this formula, charge and spin (kJ/mol) = 0.00
- spin multiplicity = 3
- net charge = +4
- HOMO level (alpha / beta) (eV) = -19.052 / -18.929